No. 1
Density functional theory data (ωB97M-V with the def2-TZVPD basis set) for a 3-piece molecular cluster, C2H9NO overall.

XYZ file:
```
13
Properties=species:S:1:pos:R:3:lowdin_charge:R:1
H 0.572 -3.296 -0.738 0.106
O 0.517 -3.732 1.268 -0.078
H 0.695 4.996 -0.343 0.025
H 0.468 4.798 -1.005 0.012
C 1.862 -4.016 0.839 -0.144
H 2.289 -4.814 1.431 0.105
H -1.768 4.302 -0.931 -0.033
H 0.452 -5.064 -0.558 0.106
H 2.464 -3.115 0.760 0.102
C 0.725 -4.137 -0.060 -0.196
H -2.372 4.976 0.416 0.002
N -2.548 4.852 -0.578 -0.004
H -3.356 4.249 -0.502 -0.003
```

SMILES string: [H][H].C1CO1.N
2S+1: 1
Net charge: 0
E_HOMO in eV: -10.337
Calculated total energy in Eh: -211.48667
Max |F| in eV/Å: 1.651


No. 2
Density functional theory data (ωB97M-V with the def2-TZVPD basis set) for a 2-piece molecular cluster, C2H9NO overall.

XYZ file:
```
13
Properties=species:S:1:pos:R:3:lowdin_charge:R:1
H -1.068 -2.058 -0.800 0.063
N -1.683 -2.414 -1.531 -0.047
H 1.252 4.143 4.174 -0.004
H 2.873 3.406 4.620 0.038
H 2.461 3.729 2.984 0.029
H -2.705 -3.155 -3.572 0.108
H -0.511 -3.835 -2.655 0.107
H 2.635 5.115 4.051 -0.018
O -1.813 -2.711 -3.810 -0.175
H -2.509 -1.733 -1.728 0.124
C 2.293 4.141 4.006 -0.044
H -0.327 -1.814 -3.087 0.161
C -0.898 -2.815 -2.653 -0.342
```

SMILES string: NCO.C
2S+1: 1
Net charge: 0
E_HOMO in eV: -9.336
Calculated total energy in Eh: -211.52127
Max |F| in eV/Å: 6.271


Question: Which of these has the highest max |F|?
Answer: number 2